(1)
Molecular formula: C37H34ClIN4O7TcTe
Method: DFT, ωB97M-V with the def2-TZVPD basis set

**2S+1**: 4
**Total charge**: +2
**Strongest force on any atom**: 2.8 eV Å⁻¹
**LUMO (alpha / beta)**: -0.2813 / -0.3053 hartree
**Total energy**: -3282.24119 a.u.

Structure (XYZ):
```
86
Properties=species:S:1:pos:R:3:forces:R:3:lowdin_charge:R:1
Tc 1.187 0.159 -1.097 -0.8568 0.0216 0.2370 1.360
C -3.369 0.867 -1.370 0.0190 0.0970 -0.1159 0.015
C -2.951 -0.560 -1.369 1.3815 0.0468 -0.1340 -0.255
N -3.846 -1.489 -1.215 -1.0230 0.6071 0.1030 0.154
C -3.549 -2.772 -1.135 0.7536 -0.6564 -0.0811 -0.049
C -2.242 -3.231 -1.160 -0.4202 -0.2301 -0.0266 -0.108
C -1.989 -4.724 -1.121 0.4664 0.1787 -0.0008 -0.229
O -3.142 -5.478 -0.956 -0.4371 -0.2702 0.1263 -0.024
C -1.201 -2.281 -1.280 -0.2968 0.9930 -0.0628 -0.066
C 0.169 -2.691 -1.319 -0.6252 0.0502 -0.1093 -0.004
N 1.209 -1.914 -1.266 -0.3074 0.2424 -0.1063 -0.087
C 2.464 -2.532 -1.465 1.0911 -0.5715 -0.1581 -0.342
C 2.807 -3.714 -0.805 -0.1310 0.2823 -0.0023 -0.022
C 4.012 -4.348 -1.053 -0.0430 0.0851 -0.0815 -0.029
C 4.896 -3.827 -1.983 -0.0983 0.1000 0.0299 -0.032
C 4.583 -2.651 -2.651 -0.0301 0.0739 -0.0403 -0.103
C 3.385 -2.017 -2.380 -0.3511 0.3241 0.0008 -0.542
I 2.857 -0.223 -3.422 0.0382 -0.5284 0.3065 1.144
C -1.555 -0.902 -1.451 -1.8091 -2.0722 0.6525 -0.283
O -0.676 0.013 -1.646 1.8110 1.4761 -0.3492 -0.236
H -2.584 1.487 -1.793 -0.0484 0.1491 0.0183 0.049
H -4.287 0.993 -1.936 -0.0480 -0.0180 -0.0502 0.103
H -3.577 1.179 -0.345 0.0296 0.1229 0.0772 0.093
H -4.385 -3.453 -1.065 0.0936 -0.1098 0.0180 0.131
H -1.239 -4.958 -0.353 0.0111 -0.0644 -0.0788 0.128
H -1.586 -5.017 -2.099 0.0846 -0.0425 0.1462 0.146
H -3.420 -5.511 -0.032 0.1129 0.0189 -0.1052 0.115
H 0.337 -3.757 -1.450 0.2070 0.0667 0.0056 0.145
H 2.122 -4.123 -0.078 -0.0689 -0.0166 0.1131 0.113
H 4.260 -5.250 -0.518 0.0059 -0.1180 0.0527 0.125
H 5.828 -4.330 -2.188 0.0843 0.0040 -0.0353 0.126
H 5.268 -2.252 -3.381 0.0720 0.1001 -0.0755 0.113
O 3.940 4.421 1.773 0.5857 -0.2829 0.4718 0.172
C 3.043 4.953 0.984 -0.4298 0.1870 -0.4019 -0.495
O 2.762 6.119 0.984 0.1541 -0.2325 0.0862 0.118
C 2.297 4.028 0.053 -0.1126 -0.3202 0.0690 -0.011
C 1.291 4.456 -0.828 0.3781 -0.3614 0.2175 -0.542
Cl 0.785 6.023 -1.161 -0.0414 -0.2701 -0.1460 0.932
N 0.779 3.356 -1.438 -0.0072 0.6563 0.3048 -0.046
N 1.395 2.254 -0.995 0.2669 -0.3637 -0.1326 -0.063
C 2.322 2.636 -0.105 0.2490 0.8889 -0.1209 -0.167
C 3.175 1.533 0.441 0.5173 1.4097 0.8328 -0.620
O 3.961 1.729 1.349 -0.1974 -0.2971 -0.5081 0.124
O 2.939 0.410 -0.141 0.0115 -1.1972 -0.5976 -0.269
C -0.272 3.310 -2.388 -0.7817 -0.1190 -0.5762 -0.232
C -1.480 3.936 -2.095 0.1882 -0.1014 -0.0102 -0.052
C -2.495 3.927 -3.035 0.0818 0.0066 -0.0789 -0.048
C -2.313 3.288 -4.253 0.0431 0.0240 0.0767 -0.040
C -1.114 2.649 -4.529 0.0165 -0.0510 0.0274 -0.042
C -0.087 2.655 -3.600 0.0379 0.1454 0.1369 -0.025
H 4.084 3.447 1.697 -0.2637 0.2661 -0.1645 0.091
H -1.626 4.427 -1.146 0.0125 0.0845 0.1093 0.110
H -3.425 4.426 -2.816 -0.1144 0.0430 0.0263 0.124
H -3.101 3.297 -4.989 -0.0813 -0.0077 -0.0757 0.121
H -0.964 2.165 -5.481 -0.0026 -0.0581 -0.0851 0.119
H 0.859 2.190 -3.839 0.1064 0.0222 0.0257 0.072
C -0.800 2.377 1.262 -0.0070 0.1159 -0.3473 -0.328
Te 0.387 0.564 1.503 -1.3010 0.6634 0.4841 1.740
C -1.547 -0.240 2.024 -0.1391 -0.4707 -0.1460 -0.294
C -2.390 0.911 2.490 0.2773 0.7716 -0.0531 -0.287
C -3.523 0.724 3.269 0.0163 0.0076 0.0098 -0.021
C -4.267 1.815 3.688 0.0675 0.1264 -0.0949 -0.045
C -3.880 3.105 3.339 -0.0568 -0.1923 0.0056 -0.046
C -2.746 3.302 2.571 0.0382 -0.1131 -0.0341 -0.023
C -2.004 2.210 2.139 -0.0789 -0.5090 0.1889 -0.294
H -0.251 3.283 1.529 0.2368 -0.2233 -0.0493 0.079
H -1.123 2.455 0.217 0.1976 -0.1158 0.0482 0.045
H -1.436 -0.979 2.816 0.2545 -0.0594 -0.0606 0.068
H -1.994 -0.733 1.157 0.1873 -0.0443 -0.0372 0.061
H -3.821 -0.272 3.560 -0.0573 -0.1548 0.0470 0.122
H -5.145 1.664 4.297 -0.0710 -0.0260 0.0517 0.116
H -4.459 3.953 3.669 -0.0384 0.0607 0.0619 0.117
H -2.432 4.302 2.312 0.0260 0.1134 -0.0197 0.121
C 2.755 -2.143 3.643 -0.0636 0.0085 -0.0702 -0.119
C 1.325 -2.625 3.920 -0.0155 -0.0244 -0.2110 -0.132
C 0.838 -2.954 2.515 -0.1780 -0.1792 0.3944 -0.201
O 1.353 -1.885 1.722 0.0287 -0.1382 -0.2518 -0.373
C 2.711 -1.714 2.166 0.5475 0.2069 0.1614 -0.204
H 3.472 -2.949 3.778 0.0334 -0.0038 0.0554 0.121
H 3.038 -1.320 4.294 0.0503 -0.0169 0.0095 0.120
H 0.722 -1.815 4.337 -0.0385 -0.0790 0.0416 0.114
H 1.290 -3.477 4.592 -0.0615 -0.0354 0.0700 0.125
H -0.244 -2.986 2.396 -0.0280 -0.0058 -0.0401 0.117
H 1.273 -3.900 2.169 -0.0735 -0.0138 -0.0036 0.126
H 2.989 -0.667 2.027 -0.0003 -0.1953 -0.0287 0.072
H 3.361 -2.334 1.540 -0.0374 0.1127 0.0576 0.121
```
Positions in Å, forces in eV/Å.

***

(2)
Molecular formula: C37H34FN2O4ReS4SbTe
Method: DFT, ωB97M-V with the def2-TZVPD basis set

**2S+1**: 2
**Total charge**: +2
**Strongest force on any atom**: 3.4 eV Å⁻¹
**Energy above the lowest of the compared OMol25 structures with the same formula, charge and spin**: 41.4 kcal per mole
**LUMO (alpha / beta)**: -0.2625 / -0.2771 hartree
**Total energy**: -4119.50192 a.u.

Structure (XYZ):
```
85
Properties=species:S:1:pos:R:3:forces:R:3:lowdin_charge:R:1
Re -0.682 -0.154 -0.621 2.8300 -0.1711 -1.9394 0.837
C -5.884 4.635 2.392 0.1410 -0.0838 -0.0831 -0.036
C -4.507 5.266 2.232 -0.2917 0.2314 0.1876 -0.280
C -4.120 6.051 3.477 0.1732 0.0209 -0.1113 -0.134
C -2.803 6.773 3.245 -0.1125 -0.0639 0.0267 -0.113
C -1.745 5.787 2.837 -0.0750 0.0974 0.0167 -0.116
C -0.415 6.056 3.065 -0.0330 0.0115 -0.0309 0.087
C 0.573 5.148 2.685 -0.0752 -0.1703 -0.0679 -0.243
F 1.848 5.453 2.914 0.0066 0.0617 -0.0008 0.110
C 0.259 3.954 2.104 0.1148 0.0074 0.1205 0.083
C -1.089 3.643 1.891 -0.1223 0.0040 0.0018 -0.041
C -1.435 2.365 1.329 -0.0059 -0.0012 -0.0091 -0.281
O -0.555 1.445 1.132 -0.2800 0.2203 -0.5334 -0.213
C -2.807 2.154 1.070 0.4476 -0.1583 -0.2735 -0.029
C -3.749 3.098 1.387 -0.0417 -0.0502 -0.0081 0.061
N -3.437 4.260 1.953 -0.1255 -0.1818 -0.0919 0.057
C -2.106 4.564 2.229 0.4413 -0.0592 -0.0368 -0.044
C -3.043 0.770 0.584 -1.0318 0.1625 1.4436 -0.559
O -3.524 -0.091 1.330 -0.2045 0.5604 -0.7119 -0.035
O -2.477 0.471 -0.544 -0.6623 -0.0690 -0.3445 -0.214
H -6.566 5.396 2.764 0.0088 0.0216 -0.0084 0.098
H -5.859 3.820 3.119 -0.0349 0.0082 0.0081 0.099
H -6.301 4.272 1.453 -0.0118 -0.0246 0.0149 0.086
H -4.522 5.949 1.378 0.0561 -0.0245 -0.0049 0.167
H -4.029 5.366 4.325 -0.0777 0.0064 0.0146 0.138
H -4.912 6.763 3.699 -0.0164 -0.0151 0.0080 0.132
H -2.491 7.304 4.144 0.0484 0.0125 -0.0258 0.132
H -2.927 7.520 2.456 0.0096 0.0288 0.0240 0.140
H -0.122 6.987 3.534 0.0076 -0.0105 0.0086 0.147
H 1.026 3.256 1.803 0.0269 -0.0383 0.0382 0.139
H -4.788 2.916 1.164 -0.0419 0.0478 0.1130 0.146
S -0.442 -0.176 -5.875 -0.1659 0.0691 -0.3426 0.199
Sb 0.644 -0.508 -3.865 1.1103 -0.3655 1.4378 0.067
S -0.778 -1.768 -2.211 -0.2341 0.8642 0.3421 0.128
S 0.265 1.260 -2.142 -0.4910 -0.6087 0.0849 0.105
S 2.803 -1.194 -3.856 -1.1414 0.3484 -0.1902 -0.070
C -4.396 -6.111 4.560 -0.0389 -0.0162 0.0088 -0.022
C -3.580 -4.998 3.980 0.0227 -0.0120 -0.0220 -0.222
C -2.697 -4.272 4.770 0.0509 0.0303 0.0053 0.014
C -1.953 -3.213 4.271 0.1377 0.2311 -0.0425 -0.261
C -0.948 -2.549 5.176 -0.1550 -0.0575 0.0359 -0.027
C -2.146 -2.867 2.924 -0.1224 -0.1193 -0.3852 -0.286
Te -1.367 -1.114 2.069 0.5287 -1.4407 1.4926 2.083
N 0.788 -0.797 0.190 -0.3437 0.3970 0.4852 -0.199
C 1.366 -1.127 1.320 0.2839 -0.2680 -0.3490 -0.466
O 0.634 -1.536 2.335 -0.4761 0.0987 -0.0026 -0.252
C 2.805 -1.071 1.458 0.0067 0.0661 -0.0006 -0.151
C 3.558 -0.538 0.399 -0.1839 -0.0574 0.0768 0.011
C 4.921 -0.387 0.545 0.0437 0.0252 -0.0258 -0.034
C 5.539 -0.783 1.727 -0.0371 -0.0248 -0.0740 -0.024
C 4.798 -1.334 2.768 0.0118 -0.0289 0.0891 -0.041
C 3.432 -1.479 2.642 -0.1069 0.0134 0.0234 0.001
C -1.613 0.114 3.791 -0.3789 0.0724 -0.0710 -0.317
C -2.947 0.101 4.205 0.1095 -0.0629 -0.1290 -0.122
C -3.347 0.890 5.268 0.0291 -0.0045 0.0454 -0.050
C -2.409 1.679 5.919 -0.0312 -0.0285 0.0111 -0.040
C -1.084 1.657 5.516 -0.0069 -0.0050 0.0134 -0.018
C -0.645 0.872 4.451 0.2185 -0.1005 -0.2306 -0.274
C 0.826 0.808 4.149 -0.0547 0.0745 -0.0032 -0.024
C -2.967 -3.640 2.068 0.1335 0.2881 -0.1083 -0.279
C -3.078 -3.361 0.588 -0.0966 -0.0210 0.2055 -0.066
C -3.676 -4.686 2.624 0.0040 -0.0446 0.0603 0.012
H -4.020 -6.420 5.532 -0.0052 0.0000 0.0014 0.086
H -4.410 -6.975 3.897 0.0026 0.0044 -0.0008 0.094
H -5.430 -5.781 4.685 -0.0002 -0.0193 0.0104 0.100
H -2.561 -4.548 5.809 0.0054 -0.0314 -0.0093 0.135
H -0.421 -3.312 5.749 0.0004 -0.0028 -0.0165 0.103
H -1.440 -1.885 5.890 0.0321 0.0393 -0.0161 0.101
H -0.208 -1.983 4.617 0.0969 0.0133 0.0649 0.042
H 3.058 -0.253 -0.519 0.0516 0.0325 -0.0249 0.100
H 5.502 0.042 -0.260 0.0231 -0.0477 0.0029 0.121
H 6.610 -0.675 1.832 -0.0043 0.0253 0.0161 0.122
H 5.292 -1.642 3.680 0.0062 -0.0267 -0.0209 0.119
H 2.840 -1.912 3.438 0.0421 0.0312 0.0276 0.121
H -3.669 -0.527 3.704 -0.0902 0.0214 0.0241 0.103
H -4.379 0.873 5.593 0.0068 -0.0039 -0.0048 0.119
H -2.705 2.290 6.762 0.0106 0.0132 -0.0175 0.119
H -0.351 2.248 6.052 0.0020 -0.0075 -0.0119 0.127
H 1.276 -0.035 4.680 0.0016 0.0011 -0.0520 0.096
H 1.325 1.712 4.494 0.0026 0.0345 -0.0176 0.096
H 1.021 0.682 3.088 0.0552 0.1819 0.0345 0.053
H -2.095 -3.205 0.142 -0.0015 0.0082 -0.0953 0.037
H -3.705 -2.487 0.404 0.0445 0.0406 -0.0910 0.079
H -3.532 -4.205 0.073 0.0039 -0.0091 0.0282 0.097
H -4.316 -5.285 1.987 0.0192 0.0081 -0.0172 0.135
```
Positions in Å, forces in eV/Å.

***

Question: Look up the strongest force on any atom of the first one.
Answer: 2.8 eV Å⁻¹

***

Question: Among the records above, which one has the lowest 2S+1?
Answer: C37H34FN2O4ReS4SbTe

***

Question: Among the records above, which one has the lowest strongest force on any atom?
Answer: C37H34ClIN4O7TcTe